[1]
{
  "formula": "C2FLiMgO2",
  "method": "the ωB97M-V functional and the def2-TZVPD basis",
  "total_energy_ev": -14525.126,
  "relative_energy_kcal_mol": 10.75,
  "multiplicity": 2,
  "e_lumo_ev": [-6.98, -6.95],
  "charge": 1,
  "species": ["Mg", "F", "O", "O", "C", "C", "Li"],
  "xyz": [[2.99295, -0.23530, 0.09874], [-2.28416, -0.79470, 0.24966], [1.56420, 1.17189, -0.19168], [-0.33100, 0.00721, -0.25531], [-0.94611, -1.31700, -0.04323], [0.94897, 0.09348, 0.05224], [-1.94485, 1.07443, 0.08958]],
  "forces_ev_per_angstrom": [[-1.45, 0.43, 0.05], [0.03, 0.41, -0.05], [0.68, 0.29, -0.02], [1.75, 0.94, 0.78], [-0.61, -0.90, 0.06], [-0.29, -0.63, -0.77], [-0.11, -0.54, -0.05]],
  "lowdin_spin": [-0.004, 0.110, 0.043, 0.071, 0.718, 0.063, -0.002]
}



[2]
{
  "formula": "H31O15",
  "method": "the ωB97M-V functional and the def2-TZVPD basis",
  "total_energy_ev": -31194.288,
  "relative_energy_kcal_mol": 46.12,
  "multiplicity": 2,
  "e_lumo_ev": [-6.42, -13.74],
  "charge": 2,
  "species": ["O", "O", "O", "O", "O", "O", "O", "O", "O", "O", "O", "O", "O", "O", "O", "H", "H", "H", "H", "H", "H", "H", "H", "H", "H", "H", "H", "H", "H", "H", "H", "H", "H", "H", "H", "H", "H", "H", "H", "H", "H", "H", "H", "H", "H", "H"],
  "xyz": [[0.66640, 1.71020, -0.51123], [2.55318, -2.02604, -0.90773], [1.13701, -0.71496, -3.23461], [0.14902, -2.58606, 0.97879], [-0.55650, 0.93032, 4.42105], [3.73073, -0.12518, 0.85833], [-0.67843, 4.69547, -1.25276], [-3.07109, 1.21253, -0.53683], [-0.92405, -4.45941, -2.71037], [0.25531, -0.71343, 2.63264], [-3.44194, 0.74014, 3.12638], [-1.85814, -1.33268, 0.17696], [2.18363, 2.81541, -2.58018], [2.35017, 2.04729, 1.28804], [-3.06332, -2.96217, -1.37025], [1.58780, 1.39082, -0.40975], [-0.44886, 1.89184, 4.31737], [-1.39325, -4.54389, -1.87797], [0.67897, 2.62614, -0.92912], [-1.42112, 1.23269, 4.82151], [1.54632, -1.07930, -4.02125], [1.43568, 2.16414, 1.54278], [3.20719, -2.15353, -0.17401], [-0.06097, -4.05765, -2.79368], [-1.59690, 4.52328, -1.47891], [0.94662, -2.34286, 0.47372], [3.34516, 0.76244, 0.79492], [4.66757, -0.19173, 1.07179], [2.40809, 2.00174, -3.04073], [-3.58022, 1.96539, -0.17493], [1.28818, -1.25199, -2.45667], [-3.10787, 1.35972, -1.48714], [3.06920, -1.62050, -1.61690], [2.00541, 3.55564, -3.16735], [-0.21069, -0.22351, 3.39539], [-3.99467, -2.72093, -1.26021], [3.08177, 2.11877, 1.90989], [-3.44766, -0.20408, 3.28614], [-1.16316, -0.79717, -0.22541], [-0.79845, -1.91467, 0.68560], [0.96120, -0.06233, 2.43403], [-0.05073, 4.10758, -1.67136], [0.38773, -2.31222, 1.93563], [-3.51035, 1.00109, 2.20582], [-2.87425, -2.41055, -2.16659], [-2.38974, -2.04578, -0.30088]],
  "forces_ev_per_angstrom": [[-0.69, 0.66, -1.10], [0.41, -0.22, 0.76], [-0.34, 1.16, 0.24], [0.13, 0.50, 1.04], [-2.00, 2.61, 1.37], [-0.38, -0.84, -0.19], [0.52, 0.35, 1.03], [-0.15, 0.79, 0.23], [-0.88, -0.28, -1.43], [0.22, 1.53, 0.68], [0.30, 0.92, 0.82], [1.77, -0.21, 2.29], [-0.43, -0.10, 1.64], [-0.02, -0.17, -1.65], [-0.42, 1.31, -0.73], [0.57, 0.30, 0.05], [1.81, -0.02, -0.84], [0.92, 0.36, 0.32], [0.42, -0.88, 0.48], [0.00, -2.32, -0.10], [0.11, -0.48, 0.10], [0.37, 0.39, 1.44], [-0.72, 0.34, -0.93], [0.00, -0.06, 1.08], [0.12, -0.38, -0.41], [-0.09, -0.18, -0.36], [0.99, -0.52, 0.15], [-0.09, 0.71, -0.03], [-0.06, -0.04, -0.72], [0.26, -0.56, -0.24], [0.23, -0.60, -0.23], [-0.14, -0.07, -0.11], [0.12, -0.13, 0.21], [0.10, -0.08, -0.68], [0.39, -0.75, -0.96], [-0.30, -0.57, 0.32], [-0.73, 0.56, 0.85], [-0.18, -0.13, -0.71], [-1.23, 0.36, -1.29], [-0.25, -1.05, 0.32], [-0.27, -0.89, 0.16], [-0.58, 0.12, -0.85], [-0.63, 0.02, -1.18], [-0.06, -0.84, -0.06], [0.32, -0.94, 0.36], [0.56, 0.30, -1.11]],
  "lowdin_spin": [0.679, 0.000, 0.007, 0.000, 0.000, 0.015, 0.064, 0.002, 0.002, 0.004, 0.000, 0.000, 0.200, 0.029, 0.000, 0.001, 0.000, 0.000, -0.007, 0.000, 0.000, 0.001, 0.000, 0.000, 0.001, 0.000, -0.001, 0.000, 0.000, 0.000, 0.000, 0.000, 0.000, 0.002, 0.000, 0.000, 0.003, 0.000, 0.000, 0.000, 0.000, -0.001, 0.000, 0.000, 0.000, 0.000]
}



[3]
{
  "formula": "C19H22F4N2O4STeTi",
  "method": "the ωB97M-V functional and the def2-TZVPD basis",
  "total_energy_ev": -83348.292,
  "relative_energy_kcal_mol": 9.40,
  "e_lumo_ev": 4.62,
  "charge": -2,
  "species": ["Te", "Ti", "S", "F", "F", "F", "F", "O", "O", "O", "O", "N", "N", "C", "C", "C", "C", "C", "C", "C", "C", "C", "C", "C", "C", "C", "C", "C", "C", "C", "C", "C", "H", "H", "H", "H", "H", "H", "H", "H", "H", "H", "H", "H", "H", "H", "H", "H", "H", "H", "H", "H", "H", "H"],
  "xyz": [[-1.81079, 0.45433, 3.09298], [0.62180, 0.11554, 1.18066], [0.31425, 2.23547, -0.24950], [2.67257, -0.00781, 4.54461], [0.09912, -4.41668, 2.57966], [1.67388, -4.60315, 4.72764], [2.12553, -0.63672, 0.48782], [1.34350, 1.97748, 0.87810], [-0.20496, 3.57054, -0.23268], [0.88870, 1.79091, -1.50364], [-0.72543, 1.19495, 0.21934], [-0.27685, -1.70270, 1.36466], [-0.58755, -1.24224, -1.42613], [-2.64637, 5.29602, 3.79209], [0.46845, -2.03057, 2.46846], [2.17362, -2.28939, 4.68422], [-3.44841, 3.08053, 3.19557], [0.68044, -3.27676, 3.05745], [-1.19069, -0.29258, -2.33683], [0.25707, 2.87854, 4.04680], [-4.60677, 2.23672, 2.73652], [-0.99224, -2.64576, 0.55949], [1.51184, -3.37559, 4.16059], [-1.14059, 3.38610, 3.82328], [1.96632, -1.06815, 4.03930], [-2.89592, 6.76616, 4.01372], [-3.66396, 4.44442, 3.39101], [1.11929, -0.88028, 2.99467], [-1.59714, -1.90236, -0.61422], [0.27657, -2.15532, -2.13274], [-1.39090, 4.74484, 4.00102], [-2.17596, 2.52835, 3.41733], [-0.27952, -2.77575, -2.86542], [-1.83334, -0.79689, -3.08637], [-0.32820, -3.44368, 0.20020], [-2.24712, -1.11698, -0.22130], [0.25244, 1.95130, 4.62197], [-1.78940, 0.42025, -1.77302], [-2.21506, -2.60207, -1.21283], [-4.65602, 4.84979, 3.20588], [0.85790, 3.62933, 4.56634], [-0.41074, 0.26783, -2.85128], [-0.56798, 5.39144, 4.29598], [2.81942, -2.38546, 5.54521], [1.03813, -1.58793, -2.66937], [-5.50656, 2.84979, 2.63740], [-3.04412, 6.99726, 5.07336], [-4.38381, 1.76270, 1.77847], [0.74808, 2.64437, 3.09855], [-3.78783, 7.09688, 3.47757], [-2.05259, 7.36613, 3.66493], [-4.80731, 1.41879, 3.43176], [-1.80100, -3.13720, 1.11634], [0.78988, -2.81985, -1.43951]],
  "forces_ev_per_angstrom": [[-0.05, 0.20, 0.11], [-0.23, -1.44, 1.28], [0.26, -0.13, -0.02], [0.02, -0.01, -0.01], [-0.05, -0.04, 0.00], [0.03, 0.00, 0.04], [-0.08, 0.29, -0.20], [-0.27, -0.03, -0.31], [-0.08, 0.14, 0.13], [0.00, 0.35, -0.12], [0.05, 0.49, -0.67], [0.38, 0.29, 0.19], [-0.11, 0.00, 0.02], [0.00, 0.03, 0.04], [-0.24, -0.06, -0.17], [0.00, -0.04, 0.03], [-0.05, 0.05, 0.07], [0.02, 0.08, 0.11], [-0.01, -0.02, -0.12], [0.00, 0.00, 0.02], [0.00, 0.00, -0.02], [0.11, -0.01, 0.00], [-0.04, -0.04, -0.06], [0.16, 0.05, 0.00], [-0.08, 0.20, 0.08], [0.00, 0.00, -0.02], [0.00, -0.07, -0.02], [0.37, -0.13, -0.34], [0.05, 0.04, -0.09], [0.07, -0.04, 0.02], [0.00, -0.04, -0.01], [-0.07, -0.09, -0.12], [-0.01, 0.00, 0.01], [-0.01, -0.03, 0.01], [-0.07, -0.08, 0.02], [-0.04, -0.04, 0.03], [-0.01, 0.01, 0.04], [0.01, -0.02, -0.02], [0.02, 0.04, -0.06], [0.00, 0.01, 0.00], [0.01, -0.01, 0.00], [-0.03, -0.02, 0.03], [-0.01, 0.00, 0.01], [-0.01, -0.01, 0.00], [-0.02, 0.02, 0.01], [-0.01, -0.02, -0.01], [0.00, -0.01, 0.01], [0.02, 0.01, -0.01], [-0.06, 0.05, 0.02], [0.00, 0.00, 0.00], [0.00, 0.00, 0.00], [0.02, 0.01, 0.03], [0.00, 0.03, 0.02], [0.02, 0.02, 0.01]],
  "nbo_charge": [-0.205, 1.681, 2.551, -0.358, -0.350, -0.347, -0.597, -0.977, -0.967, -0.997, -0.978, -0.671, -0.425, -0.058, 0.120, -0.422, 0.052, 0.247, -0.414, -0.645, -0.650, -0.214, 0.326, -0.020, 0.382, -0.613, -0.262, -0.399, -0.221, -0.407, -0.227, -0.254, 0.134, 0.128, 0.168, 0.228, 0.237, 0.228, 0.142, 0.176, 0.184, 0.224, 0.183, 0.215, 0.206, 0.179, 0.194, 0.234, 0.251, 0.198, 0.204, 0.219, 0.186, 0.204]
}



[4]
{
  "formula": "C5H5NO",
  "method": "the ωB97M-V functional and the def2-TZVPD basis",
  "smiles": "O=NC1=C[C@H]2C[C@@H]12",
  "total_energy_ev": -8798.234,
  "relative_energy_kcal_mol": 119.58,
  "e_lumo_ev": [-0.67, -0.67],
  "species": ["O", "N", "C", "C", "C", "C", "C", "H", "H", "H", "H", "H"],
  "xyz": [[-0.00023, 3.08185, 0.78274], [-0.80564, 2.17221, 0.73039], [0.59666, -0.70620, -0.62770], [-0.84254, -0.26527, -0.43216], [-0.29704, -1.47831, 0.30281], [-0.24606, 1.01118, 0.13032], [1.02347, 0.58516, 0.02963], [-0.12004, -1.43010, 1.37428], [-1.65385, -0.34832, -1.14691], [1.01734, -1.10636, -1.54298], [-0.62605, -2.45375, -0.05913], [1.95398, 0.93792, 0.45871]],
  "forces_ev_per_angstrom": [[-0.45, -0.31, 0.07], [0.35, 0.16, 0.04], [0.20, -0.09, -0.18], [-0.28, 0.08, -0.14], [-0.01, -0.08, 0.16], [0.19, -0.18, -0.05], [-0.01, 0.14, 0.09], [-0.04, 0.06, -0.13], [0.20, 0.03, 0.08], [-0.08, -0.03, 0.19], [-0.02, 0.26, 0.04], [-0.05, -0.05, -0.18]],
  "nbo_charge": [-0.283, 0.116, -0.259, -0.259, -0.371, 0.029, -0.111, 0.220, 0.234, 0.236, 0.224, 0.224]
}



[5]
{
  "formula": "C4H5NO",
  "method": "the ωB97M-V functional and the def2-TZVPD basis",
  "total_energy_ev": -7762.951,
  "relative_energy_kcal_mol": 82.45,
  "e_lumo_ev": -0.04,
  "species": ["O", "N", "C", "C", "C", "C", "H", "H", "H", "H", "H"],
  "xyz": [[0.91576, 0.92004, 0.55469], [-1.04995, -0.47915, 1.82728], [-0.94587, -0.52262, 0.19792], [0.47889, 0.07696, -1.68411], [-0.42388, 0.24583, 2.50432], [0.21104, 0.20320, -0.17534], [0.14756, 0.92736, 3.11243], [0.41200, 1.06763, -2.14320], [1.49315, -0.30879, -1.81919], [-0.22166, -0.58361, -2.21060], [-1.01704, -1.54685, -0.16418]],
  "forces_ev_per_angstrom": [[-0.48, -0.17, 0.06], [1.40, 1.06, -1.48], [0.31, -0.43, 1.91], [0.10, 0.05, 0.12], [-0.24, -0.54, -1.49], [-0.27, -0.10, 0.08], [-0.37, -0.30, 0.08], [0.09, -0.11, 0.13], [-0.08, 0.14, 0.01], [0.11, 0.15, 0.33], [-0.55, 0.26, 0.26]],
  "nbo_charge": [-0.651, -0.279, -0.321, -0.675, 0.323, 0.438, 0.274, 0.235, 0.228, 0.219, 0.210]
}